No. 1
A cluster of 2 separate species, C9H14 in total at a distorted geometry. Source: the Open Molecules 2025 dataset; level of theory: ωB97M-V/def2-TZVPD.

Geometry (Å):
1 C 2.28348 0.70435 1.39699
2 C 0.17209 -1.87813 -0.20594
3 C -1.12643 -1.66930 0.27911
4 C 1.18909 -1.02325 0.14605
5 C 1.04269 -0.01503 1.02112
6 C -1.33636 -0.65886 1.18133
7 C -0.23279 0.21732 1.55779
8 H 0.15391 -2.58740 -0.94632
9 H -1.87091 -2.43045 0.02146
10 H 2.16098 -1.08913 -0.37669
11 H -2.27584 -0.72155 1.72959
12 H 2.22194 1.50557 2.14068
13 H 2.85991 1.09958 0.52369
14 H -0.41799 0.83669 2.50186
15 H 3.02524 0.07063 1.85937
16 C -0.26831 1.62466 -2.33291
17 C -1.72294 1.62610 -2.08395
18 H -0.13318 1.61921 -3.40880
19 H 0.25942 2.50636 -1.74079
20 H 0.30240 0.85260 -1.99919
21 H -2.10628 0.78922 -2.67783
22 H -1.94720 1.47345 -1.00356
23 H -2.23552 2.50801 -2.38098

Output
Multiplicity ... 2
Total charge ... -1
E ... -351.23717 Eh
HOMO (alpha / beta) ... 1.0 / -3.4 eV
Max |F| ... 4.3 eV/A
⟨S²⟩ ... 0.76



No. 2
A cluster of 12 separate species, C41H103O38P7 in total at a distorted geometry. Source: the Open Molecules 2025 dataset; level of theory: ωB97M-V/def2-TZVPD.

Geometry (Å):
1 C 5.29385 -2.22835 3.66133
2 O 6.54699 -2.25791 3.05449
3 P 6.86551 -1.56961 1.61713
4 O 5.80434 -1.80054 0.55665
5 O 7.22573 -0.03830 2.10728
6 C 8.27436 0.25148 2.96234
7 O 8.37195 -2.22836 1.18876
8 C 8.98754 -1.71410 0.00133
9 H 4.47656 -1.98282 2.98322
10 H 5.26469 -1.45443 4.42834
11 H 5.02247 -3.20362 4.06548
12 H 9.17999 0.39029 2.37185
13 H 8.45323 -0.44657 3.78015
14 H 7.94138 1.19360 3.39781
15 H 8.36071 -1.00940 -0.54511
16 H 9.15277 -2.61482 -0.58986
17 H 9.93964 -1.20409 0.14790
18 C -2.81416 -0.36005 12.64246
19 O -2.44315 -1.48985 11.93463
20 P -1.13336 -1.52564 10.98336
21 O -0.91526 -0.43571 10.01542
22 O -1.17827 -2.94819 10.25180
23 C -2.03146 -3.09920 9.10624
24 O 0.07507 -1.78285 12.02682
25 C 1.47127 -1.55309 11.66346
26 H -2.51070 0.47603 12.01239
27 H -2.44952 -0.35679 13.66965
28 H -3.89710 -0.26608 12.72311
29 H -2.88364 -2.44168 8.93433
30 H -2.52444 -4.06662 9.01045
31 H -1.42226 -2.86378 8.23357
32 H 2.17827 -2.29566 11.29353
33 H 1.90751 -1.14775 12.57641
34 H 1.60820 -0.69626 11.00378
35 C -3.13935 -10.99582 4.63596
36 O -2.37599 -10.86110 3.47972
37 P -2.88224 -9.91971 2.29278
38 O -4.36207 -9.74124 2.12694
39 O -2.19421 -10.94832 1.20715
40 C -2.90792 -12.21666 1.05229
41 O -1.92507 -8.57226 2.36777
42 C -0.65746 -8.43720 1.69214
43 H -4.19028 -10.80078 4.42240
44 H -2.92806 -10.23308 5.38542
45 H -3.00908 -11.96872 5.10986
46 H -3.63685 -12.05683 0.25781
47 H -3.40930 -12.67403 1.90525
48 H -2.19984 -12.97889 0.72713
49 H 0.08700 -8.75367 2.42270
50 H -0.58641 -7.35239 1.61310
51 H -0.72850 -8.89129 0.70378
52 C -7.27023 -5.86766 -3.70655
53 O -8.64187 -5.52776 -4.01988
54 P -9.23523 -6.37959 -5.23847
55 O -9.27529 -7.85320 -5.05713
56 O -10.65198 -5.58877 -5.65225
57 C -11.92144 -5.89834 -5.15111
58 O -8.23095 -5.98844 -6.46025
59 C -8.22486 -6.94452 -7.57456
60 H -7.25641 -6.12012 -2.64629
61 H -6.58362 -5.07315 -3.99885
62 H -6.99069 -6.86270 -4.05273
63 H -12.22227 -5.30872 -4.28511
64 H -12.08969 -6.96052 -4.97346
65 H -12.64183 -5.68417 -5.94059
66 H -8.60013 -7.89725 -7.20095
67 H -7.21682 -7.16995 -7.92264
68 H -8.89919 -6.78290 -8.41555
69 C 4.22533 -7.58092 -3.96288
70 O 4.21001 -8.96833 -3.68985
71 P 5.32824 -9.97860 -4.37681
72 O 5.08898 -10.15410 -5.85434
73 O 6.75141 -9.27510 -3.95485
74 C 7.28342 -9.47890 -2.60260
75 O 5.19428 -11.38571 -3.59021
76 C 3.90239 -12.02027 -3.62068
77 H 3.92216 -7.46411 -5.00332
78 H 5.24696 -7.26663 -3.74936
79 H 3.58118 -6.98184 -3.31922
80 H 8.37341 -9.47343 -2.60376
81 H 7.03641 -10.40699 -2.08710
82 H 7.16465 -8.55940 -2.02944
83 H 3.71040 -12.56903 -2.69868
84 H 3.84695 -12.72089 -4.45384
85 H 3.07801 -11.31723 -3.74003
86 C 7.72635 7.81224 10.73106
87 O 6.39495 7.71144 10.46677
88 P 5.73546 6.25274 10.47075
89 O 6.39060 5.17619 11.26777
90 O 4.19476 6.54315 11.02442
91 C 3.21715 5.49990 10.88437
92 O 5.44623 5.83671 8.97485
93 C 4.80697 6.73266 8.12424
94 H 8.22643 6.84382 10.71673
95 H 7.94166 8.38966 11.63013
96 H 8.15409 8.32466 9.86933
97 H 2.23667 5.80251 11.25205
98 H 3.52613 4.74649 11.60894
99 H 3.19712 4.97381 9.92994
100 H 5.53149 6.92390 7.33266
101 H 4.54039 7.67366 8.60547
102 H 3.96501 6.11682 7.80811
103 C 3.97701 0.91406 -8.19486
104 O 4.21937 1.45710 -9.47296
105 P 3.04570 2.30152 -10.24180
106 O 1.71078 2.28408 -9.56560
107 O 3.62155 3.84518 -10.19691
108 C 3.94184 4.48823 -8.97628
109 O 3.09276 1.90812 -11.86378
110 C 2.13069 2.48171 -12.71862
111 H 4.27666 -0.10814 -7.96378
112 H 2.89884 0.77964 -8.10782
113 H 4.50671 1.44721 -7.40538
114 H 4.38063 3.71031 -8.35146
115 H 3.10480 4.95411 -8.45628
116 H 4.68498 5.24073 -9.24007
117 H 1.28779 2.94052 -12.20179
118 H 1.68303 1.71153 -13.34672
119 H 2.48472 3.34632 -13.28005
120 C -3.30572 7.23785 -7.01589
121 C -2.94150 7.88893 -8.34783
122 O -1.84716 8.83641 -8.06340
123 C -1.32638 9.53647 -9.12200
124 C -0.40176 10.59526 -8.58206
125 O -1.63919 9.47522 -10.29401
126 H -4.26892 6.72939 -7.05835
127 H -3.20627 7.84654 -6.11717
128 H -2.63133 6.38892 -6.90355
129 H -2.67200 7.21719 -9.16284
130 H -3.83598 8.43332 -8.65056
131 H -1.01027 11.36090 -8.10081
132 H 0.27338 11.00306 -9.33437
133 H 0.16644 10.12221 -7.78115
134 C -2.33708 2.65303 3.73420
135 C -2.48970 1.30534 3.08909
136 O -1.77171 1.14166 1.83278
137 C -2.06707 0.13627 0.98290
138 C -1.44280 0.08443 -0.41903
139 O -2.78471 -0.77213 1.26059
140 H -2.98467 2.80003 4.59855
141 H -2.54169 3.39077 2.95835
142 H -1.26185 2.74115 3.88983
143 H -2.38574 0.55068 3.86871
144 H -3.46164 1.42292 2.60992
145 H -2.09065 0.63095 -1.10439
146 H -1.40583 -0.95490 -0.74542
147 H -0.43490 0.49828 -0.45003
148 C 3.19784 -4.56476 -10.86470
149 C 1.67786 -4.48284 -11.17018
150 O 0.99722 -4.01645 -10.11289
151 C -0.34945 -3.90645 -10.10959
152 C -0.82226 -3.13504 -8.88064
153 O -1.18582 -4.29582 -10.89090
154 H 3.44285 -5.28901 -10.08783
155 H 3.38567 -3.67799 -10.25933
156 H 3.74276 -4.50924 -11.80707
157 H 1.46388 -3.72526 -11.92409
158 H 1.25269 -5.43860 -11.47654
159 H -0.81378 -3.95507 -8.16262
160 H -1.83839 -2.80621 -9.09848
161 H -0.04484 -2.42216 -8.60582
162 C -10.67069 11.66285 11.89256
163 C -11.10218 10.24409 11.55254
164 O -10.08078 9.68087 10.67439
165 C -9.87175 8.30360 10.44004
166 C -8.67620 8.06978 9.47900
167 O -10.68119 7.36474 10.74661
168 H -10.41257 12.30548 11.05083
169 H -9.85929 11.58668 12.61638
170 H -11.50767 12.24437 12.27907
171 H -11.09524 9.73564 12.51665
172 H -12.14115 10.15705 11.23465
173 H -9.03142 8.44358 8.51869
174 H -8.45359 7.02917 9.24304
175 H -7.78144 8.61052 9.78742
176 C 4.00064 11.14857 -2.75023
177 C 3.93367 9.63067 -2.92918
178 O 2.73068 9.11376 -2.35953
179 C 2.67830 7.83044 -2.04824
180 C 1.31973 7.40756 -1.46082
181 O 3.57492 7.03437 -2.34879
182 H 3.50697 11.43486 -1.82156
183 H 3.50822 11.62756 -3.59651
184 H 5.04024 11.47280 -2.70332
185 H 3.93687 9.50024 -4.01135
186 H 4.74005 9.06143 -2.46677
187 H 1.41576 6.52500 -0.82840
188 H 0.60132 7.18912 -2.25094
189 H 0.95422 8.12940 -0.73044

Output
Total charge ... 0
SMILES ... COP(=O)(OC)OC.COP(=O)(OC)OC.COP(=O)(OC)OC.COP(=O)(OC)OC.COP(=O)(OC)OC.COP(=O)(OC)OC.COP(=O)(OC)OC.CCOC(C)=O.CCOC(C)=O.CCOC(C)=O.CCOC(C)=O.CCOC(C)=O
E ... -6872.95681 Eh
HOMO ... -10.1 eV
Max |F| ... 5.5 eV/A